--- one ---
{
  "formula": "C3H3ClN2",
  "method": "wB97M-V/def2-TZVPD",
  "elements": ["C", "C", "C", "N", "N", "Cl", "H", "H", "H"],
  "coordinates": [[1.324, 1.494, -0.257], [-0.191, -0.397, 0.260], [2.487, 0.900, -0.184], [0.320, 0.810, 0.353], [0.211, -1.461, -0.320], [3.296, -0.472, 0.094], [1.143, 2.510, -0.560], [-1.136, -0.383, 0.834], [-0.443, -2.233, -0.264]],
  "e_homo_ev": [-8.50, -8.72],
  "mol_weight_g_mol": 102.52,
  "e_lumo_ev": [-1.847, -0.676]
}

--- two ---
{
  "formula": "C3H3ClN2",
  "method": "wB97M-V/def2-TZVPD",
  "elements": ["C", "C", "C", "H", "H", "H", "N", "N", "Cl"],
  "coordinates": [[-1.016, 0.422, 0.242], [0.981, 0.787, -0.402], [0.868, -0.663, -0.289], [1.902, 1.354, -0.725], [1.557, -1.495, -0.117], [-1.091, -1.696, 0.305], [-0.254, 1.401, -0.168], [-0.452, -0.823, 0.203], [-2.494, 0.713, 0.950]],
  "e_homo_ev": -8.68,
  "mol_weight_g_mol": 102.52,
  "smiles": "Clc1ncc[nH]1",
  "e_lumo_ev": 0.753
}

Which of them is least stable? Easy: one.

--- one ---
{
  "formula": "C6H3N",
  "method": "wB97M-V/def2-TZVPD",
  "elements": ["C", "C", "C", "C", "C", "C", "N", "H", "H", "H"],
  "coordinates": [[-2.006, -0.121, 1.300], [-2.816, 0.838, 1.488], [-0.811, -0.338, 0.815], [-0.768, 2.085, -1.103], [0.199, -0.008, -0.012], [1.377, -0.734, -0.456], [-0.292, 1.096, -0.632], [1.283, -1.573, -1.100], [1.698, -1.184, 0.430], [2.136, -0.062, -0.730]],
  "e_homo_ev": -9.37,
  "mol_weight_g_mol": 89.10,
  "e_lumo_ev": -2.005
}

--- two ---
{
  "formula": "C6H3N",
  "method": "wB97M-V/def2-TZVPD",
  "elements": ["C", "C", "C", "C", "C", "C", "N", "H", "H", "H"],
  "coordinates": [[2.616, -1.386, 1.975], [2.573, -0.500, 1.044], [1.802, -2.224, 2.493], [0.544, -0.328, 0.391], [-0.866, -0.385, 0.204], [1.855, 0.156, 0.141], [-0.011, -1.184, 1.126], [-1.373, 0.544, 0.687], [-1.212, -0.856, -0.820], [1.850, 1.084, -0.423]],
  "e_homo_ev": -9.61,
  "mol_weight_g_mol": 89.10,
  "e_lumo_ev": -1.367
}

Which of them is least stable? Easy: two.

--- one ---
{
  "formula": "C5H12NO",
  "method": "wB97M-V/def2-TZVPD",
  "elements": ["C", "C", "C", "C", "C", "N", "H", "H", "H", "H", "H", "H", "H", "H", "H", "H", "H", "H", "O"],
  "coordinates": [[-1.407, 0.854, 1.299], [-1.628, 0.548, -0.192], [-0.352, 0.106, -0.901], [0.019, 0.333, -2.170], [0.158, -2.083, 0.428], [0.377, -0.910, -0.206], [-1.982, 0.162, 1.913], [-0.415, 1.001, 1.724], [-1.928, 1.807, 1.455], [-2.486, -0.093, -0.391], [-1.789, 1.496, -0.722], [-0.567, 1.105, -2.669], [0.684, -0.252, -2.785], [0.824, -2.434, 1.213], [-0.868, -2.425, 0.532], [1.351, -0.617, -0.155], [3.299, 1.106, 0.115], [3.696, 0.061, 1.088], [3.014, 0.235, 0.424]],
  "multiplicity": 2,
  "e_homo_ev": [-5.66, -8.82],
  "mol_weight_g_mol": 102.16,
  "e_lumo_ev": [0.531, 0.520]
}

--- two ---
{
  "formula": "C5H12NO",
  "method": "wB97M-V/def2-TZVPD",
  "elements": ["C", "C", "C", "C", "C", "N", "H", "H", "H", "H", "H", "H", "H", "H", "H", "H", "H", "H", "O"],
  "coordinates": [[0.927, 0.028, -2.115], [-0.500, -0.410, -1.572], [-0.616, -1.309, -0.457], [-0.875, -2.657, -0.351], [0.036, 0.658, 1.039], [-0.314, -0.619, 0.898], [1.600, -0.614, -1.530], [1.193, -0.161, -3.278], [1.154, 1.112, -1.976], [-1.029, 0.529, -1.299], [-0.881, -0.916, -2.480], [-1.110, -3.242, -1.291], [-1.121, -3.079, 0.631], [0.890, 1.142, 0.609], [-0.333, 1.308, 1.839], [-0.043, -1.304, 1.653], [1.461, 3.750, 1.822], [0.158, 3.600, 2.483], [0.804, 3.042, 2.158]],
  "multiplicity": 2,
  "e_homo_ev": [-6.76, -8.12],
  "mol_weight_g_mol": 102.16,
  "e_lumo_ev": [0.685, 0.651]
}

Which of them is least stable? Easy: two.

--- one ---
{
  "formula": "C4H4NP",
  "method": "wB97M-V/def2-TZVPD",
  "elements": ["C", "C", "C", "C", "N", "P", "H", "H", "H", "H"],
  "coordinates": [[-0.388, 1.232, -0.058], [-1.599, 1.018, -0.045], [-2.254, -0.183, 0.049], [0.987, 0.856, 0.068], [-2.425, -1.325, 0.186], [0.736, -1.050, 0.516], [1.543, 0.817, -0.751], [1.430, 1.458, 0.805], [1.991, -1.336, -0.010], [-0.021, -1.488, -0.761]],
  "e_homo_ev": -9.71,
  "mol_weight_g_mol": 97.06,
  "smiles": "N#CC#CCP",
  "e_lumo_ev": -0.140
}

--- two ---
{
  "formula": "C4H4NP",
  "method": "wB97M-V/def2-TZVPD",
  "elements": ["C", "C", "C", "C", "N", "P", "H", "H", "H", "H"],
  "coordinates": [[-2.478, -0.894, 0.042], [-1.191, -0.346, -0.068], [0.175, -0.310, -0.044], [-2.400, 0.547, -0.351], [1.339, -0.111, 0.085], [2.976, -0.068, -0.266], [-2.815, 0.925, -1.181], [-2.385, 1.219, 0.505], [3.260, -1.357, 0.408], [3.520, 0.395, 0.870]],
  "e_homo_ev": -8.26,
  "mol_weight_g_mol": 97.06,
  "e_lumo_ev": -0.153
}

Which of them is least stable? Easy: two.

--- one ---
{
  "formula": "C2H4N2O",
  "method": "wB97M-V/def2-TZVPD",
  "elements": ["C", "C", "N", "N", "O", "H", "H", "H", "H"],
  "coordinates": [[-0.254, -0.918, -1.034], [0.101, 1.080, 0.553], [-0.161, -2.138, -0.327], [0.291, -0.222, -0.004], [0.308, -1.385, 0.769], [-0.481, -0.658, -2.038], [-0.922, 1.220, 0.920], [0.801, 1.202, 1.377], [0.315, 1.819, -0.216]],
  "e_homo_ev": -9.22,
  "mol_weight_g_mol": 72.07,
  "smiles": "Cn1cno1",
  "e_lumo_ev": 0.816
}

--- two ---
{
  "formula": "C2H4N2O",
  "method": "wB97M-V/def2-TZVPD",
  "elements": ["C", "C", "N", "N", "O", "H", "H", "H", "H"],
  "coordinates": [[2.856, 0.225, -0.042], [1.824, -0.786, -0.486], [3.630, 1.052, 0.189], [1.898, -1.994, -0.006], [-0.351, 0.900, 0.235], [1.169, -0.387, -1.277], [1.245, -2.623, -0.368], [0.234, 1.385, 0.786], [-1.230, 0.961, 0.712]],
  "e_homo_ev": -11.16,
  "mol_weight_g_mol": 72.07,
  "smiles": "[H]/N=C/C#N.O",
  "e_lumo_ev": 0.081
}

Which of them is least stable? Easy: one.

--- one ---
{
  "formula": "C4H9N2O2",
  "method": "wB97M-V/def2-TZVPD",
  "elements": ["O", "C", "N", "C", "O", "C", "C", "N", "H", "H", "H", "H", "H", "H", "H", "H", "H"],
  "coordinates": [[1.456, 0.350, 0.048], [0.306, -0.110, 0.081], [-0.263, -0.703, 1.161], [1.805, 0.955, 2.857], [2.525, 0.721, 3.799], [-0.581, 0.023, -1.198], [-0.230, -0.984, -2.272], [-2.032, -0.019, -0.890], [-0.983, -0.099, 1.545], [2.059, 0.815, 1.768], [0.939, 1.666, 2.918], [-0.332, 1.021, -1.591], [0.862, -0.958, -2.440], [-0.750, -0.733, -3.205], [-0.484, -2.030, -2.051], [-2.243, 0.827, -0.369], [-2.054, -0.741, -0.162]],
  "e_homo_ev": -3.28,
  "mol_weight_g_mol": 117.13,
  "total_charge": -1,
  "e_lumo_ev": 4.041
}

--- two ---
{
  "formula": "C4H9N2O2",
  "method": "wB97M-V/def2-TZVPD",
  "elements": ["C", "N", "C", "N", "H", "H", "H", "H", "H", "H", "O", "C", "O", "C", "H", "H", "H"],
  "coordinates": [[2.365, -1.423, 0.108], [1.262, 1.009, 0.919], [1.452, 0.635, -0.404], [2.021, -0.404, -0.867], [2.847, -2.254, -0.407], [1.476, -1.731, 0.674], [3.110, -1.067, 0.834], [0.278, 1.396, 0.980], [1.372, 0.241, 1.562], [0.970, 1.344, -1.074], [-1.468, -0.555, 0.929], [-1.826, 0.437, 0.266], [-1.369, 1.612, 0.356], [-2.930, 0.201, -0.774], [-3.236, 1.188, -1.140], [-2.512, -0.355, -1.615], [-3.812, -0.273, -0.347]],
  "e_homo_ev": -4.55,
  "mol_weight_g_mol": 117.13,
  "total_charge": -1,
  "e_lumo_ev": 4.114
}

Which of them is least stable? Easy: one.